No. 1
{
  "formula": "C3H10OSi2",
  "method": "wB97M-V/def2-TZVPD",
  "symbols": ["C", "C", "C", "O", "Si", "Si", "H", "H", "H", "H", "H", "H", "H", "H", "H", "H"],
  "coordinates": [[2.12832, -0.52843, 1.52503], [1.70838, -0.17174, 0.33959], [-0.11531, 1.13713, -1.75800], [-0.92568, 1.63985, 1.27065], [-1.93646, -1.40639, -0.13926], [-0.15616, 0.07908, -0.16931], [3.12707, -0.76180, 1.65566], [1.63240, -0.85013, 2.38164], [2.43177, 0.26106, -0.39521], [-0.95698, 1.04613, -2.46478], [-0.19212, 2.12909, -1.26751], [0.89497, 0.87492, -2.13084], [-0.55373, 1.70241, 2.14042], [-1.43515, -2.64334, -0.70416], [-2.83962, -1.56548, 0.95096], [-2.81170, -0.94236, -1.23488]],
  "forces_ev_per_angstrom": [[0.4, -0.7, -0.5], [-1.9, 1.4, -1.6], [-0.1, -0.5, 1.3], [0.5, -2.3, -3.3], [0.1, 0.3, -1.1], [-0.1, 3.5, 2.5], [2.4, 0.3, 0.2], [-1.8, -0.3, 1.0], [-0.5, -0.9, 0.5], [0.7, -0.2, 0.2], [0.5, -0.2, -0.5], [-0.7, 0.7, -0.4], [0.6, -0.4, 0.6], [0.2, -0.8, 0.1], [-0.2, -0.2, 1.1], [0.0, 0.3, -0.1]],
  "spin_multiplicity": 1
}



No. 2
{
  "formula": "C6H12NO",
  "method": "wB97M-V/def2-TZVPD",
  "symbols": ["C", "C", "C", "C", "C", "C", "N", "O", "H", "H", "H", "H", "H", "H", "H", "H", "H", "H", "H", "H"],
  "coordinates": [[2.50292, -0.51132, 0.20023], [1.33299, -0.70544, -0.60910], [-1.91726, -1.32758, -0.10508], [0.45492, 2.19841, -0.54717], [-0.68995, -1.16683, 0.81708], [-0.02039, 1.10439, 0.37518], [0.22432, -0.25175, 0.12204], [2.94710, -0.23865, 1.20391], [1.41561, -0.21667, -1.51077], [1.07972, -1.77872, -0.85957], [-1.67300, -1.42257, -1.15398], [-2.66224, -1.98874, 0.17379], [-2.67764, -0.56226, -0.26219], [0.58526, 1.78601, -1.50914], [-0.24878, 3.00991, -0.62310], [1.39840, 2.52912, -0.11510], [-0.28207, -2.21624, 0.99387], [-0.92699, -0.67393, 1.79479], [-1.13230, 1.01310, 0.27974], [0.28938, 1.41975, 1.33460]],
  "forces_ev_per_angstrom": [[1.0, 0.1, 3.3], [-3.6, -2.5, -0.6], [-0.2, 1.6, -0.8], [0.8, -0.8, 0.6], [-0.7, -0.5, 0.1], [-3.1, 1.2, -0.6], [1.8, -1.5, -0.3], [0.4, -0.1, -1.2], [0.7, 1.2, -2.2], [1.3, 0.8, 0.3], [0.6, -0.9, -0.2], [-0.6, -2.6, 0.8], [0.7, 1.6, 0.8], [0.3, -0.1, -1.4], [-0.2, 0.2, 0.2], [0.1, 0.5, -0.6], [-0.1, 1.6, -0.2], [0.1, -0.8, -0.7], [0.5, 1.2, 0.8], [-0.1, -0.1, 1.7]],
  "spin_multiplicity": 1,
  "charge": 1
}



No. 3
{
  "formula": "CH3Cl2PS",
  "method": "wB97M-V/def2-TZVPD",
  "symbols": ["C", "P", "S", "Cl", "Cl", "H", "H", "H"],
  "coordinates": [[1.06496, -0.77486, 0.30706], [-1.53868, 0.20613, -0.98676], [-0.73154, -0.64068, 0.63741], [-3.19540, 0.89370, -0.28611], [0.36654, 2.86734, -0.28873], [1.12801, -1.45108, -0.63723], [1.55769, -1.39608, 1.17334], [1.34842, 0.29551, 0.08101]],
  "forces_ev_per_angstrom": [[0.1, -1.6, -1.4], [2.6, 0.8, -0.7], [-0.2, -0.3, 1.2], [-1.4, 0.4, 0.7], [-0.7, -1.3, -0.3], [0.3, 1.3, 1.5], [-1.0, 1.8, -1.5], [0.3, -1.1, 0.6]],
  "spin_multiplicity": 1
}



No. 4
{
  "formula": "CH2S",
  "method": "wB97M-V/def2-TZVPD",
  "symbols": ["C", "H", "H", "S"],
  "coordinates": [[0.99866, -0.09350, 0.13349], [1.80843, 0.66928, 0.35551], [1.55427, -1.07583, 0.09990], [-0.58467, 0.06047, -0.07852]],
  "forces_ev_per_angstrom": [[1.8, -0.7, 0.3], [-1.6, -0.1, -0.3], [-1.1, 0.6, -0.1], [0.8, 0.2, 0.1]],
  "smiles": "C=S",
  "spin_multiplicity": 1
}



Sequential relative energy (zero: lowest compared OMol25 entry of this formula, charge and spin) output: 59.89; 73.09; 67.64; 3.00 kcal/mol